Entry 1:
Computed, not measured: a cluster of 6 separate species, C27H54F5N2O10 in total at a distorted geometry, with the ωB97M-V functional and the def2-TZVPD basis.

Geometry as XYZ:
```
98
Properties=species:S:1:pos:R:3:forces:R:3:mulliken_charge:R:1
C -0.941 0.406 -5.714 -0.2 0.0 -0.5 -0.985
C -1.860 -0.163 -4.534 -0.2 -0.6 -1.7 -0.295
O -1.421 0.247 -3.197 -0.1 -1.5 0.0 -0.177
C -1.731 -0.767 -2.224 -0.6 -0.3 0.3 -0.682
C -1.048 -0.458 -0.771 -0.5 0.0 -0.7 -0.715
C -0.195 -1.735 -0.330 3.4 -0.6 -0.7 -0.032
C 1.231 -1.923 -0.994 -1.3 -3.4 3.7 0.318
C 1.853 -0.922 -2.062 0.3 -0.9 -0.5 1.407
F 1.119 -1.100 -3.274 1.6 1.0 2.7 -0.255
F 1.925 0.425 -1.635 -0.7 -3.1 -1.0 -0.206
C 3.383 -1.345 -2.424 1.2 1.7 -1.7 0.315
F 3.444 -2.567 -3.118 0.0 2.8 2.3 -0.218
F 3.860 -0.337 -3.321 -1.1 -2.6 2.2 -0.261
F 4.225 -1.279 -1.291 -2.0 -0.8 -2.6 -0.195
C 1.949 -3.200 -0.484 -1.9 1.9 0.0 -0.465
C 1.309 -4.114 0.588 -0.8 1.7 -1.0 -0.032
O 1.967 -5.270 1.049 -1.2 3.0 -1.2 -0.391
C 3.165 -4.952 1.824 0.7 -0.7 1.5 -0.667
C 2.685 -4.574 3.322 0.2 -0.8 -0.4 0.817
C 2.554 -5.953 4.129 -0.4 0.1 -0.2 -1.236
O 3.648 -3.648 3.881 -0.7 -0.3 -1.2 -0.549
N 0.031 -3.812 1.083 4.0 -0.8 -1.7 -1.162
N -0.575 -2.738 0.603 -1.3 3.1 -1.9 1.352
C -1.971 -2.539 1.177 -1.5 -0.6 0.6 -0.641
C -1.984 -1.568 2.456 -1.4 -1.0 0.6 -0.492
O -1.120 -0.414 2.340 1.4 -1.2 1.6 -0.256
C -0.295 -0.253 3.507 0.6 0.2 4.1 0.673
C 1.273 0.120 3.335 -1.3 0.7 -0.8 -0.635
O -0.726 -0.346 4.682 0.8 -0.1 -4.9 -0.538
H -1.227 -0.163 -6.681 0.3 0.8 1.6 0.346
H 0.180 0.223 -5.571 -1.6 0.3 0.1 0.205
H -1.139 1.517 -5.960 0.4 -1.7 0.7 0.238
H -1.853 -1.316 -4.638 0.2 1.7 0.5 0.376
H -2.937 0.158 -4.771 1.5 -0.2 0.8 0.286
H -2.877 -0.765 -2.087 1.6 -0.4 -0.1 0.346
H -1.364 -1.815 -2.540 -0.7 1.5 0.1 0.458
H -0.404 0.483 -0.938 -0.5 -1.8 0.5 0.342
H -1.864 -0.159 -0.036 1.4 -0.6 -0.8 0.447
H 2.989 -3.470 -0.877 -1.8 0.4 0.7 0.488
H 3.853 -4.174 1.345 -1.2 -0.8 0.5 0.307
H 3.774 -5.933 1.877 -1.1 1.6 -0.2 0.313
H 1.646 -4.089 3.327 1.3 -0.6 -0.3 -0.009
H 2.069 -5.777 5.153 1.0 -0.3 -1.4 0.334
H 3.541 -6.533 4.202 -1.3 1.2 0.1 0.326
H 1.834 -6.644 3.541 1.1 1.2 0.8 0.291
H 3.745 -2.948 3.187 0.0 -0.7 1.1 0.328
H -2.724 -2.235 0.356 1.7 -0.2 1.2 0.298
H -2.367 -3.567 1.558 1.0 1.7 -0.6 0.196
H -3.070 -1.223 2.617 1.6 -0.5 -0.4 0.256
H -1.745 -2.237 3.370 0.0 1.4 -1.4 0.404
H 1.790 0.289 4.340 -1.2 -0.4 -1.5 0.329
H 1.841 -0.661 2.725 -0.9 1.1 0.7 0.111
H 1.266 1.138 2.787 0.3 -1.8 0.7 0.198
C -3.756 -7.106 4.313 -0.1 -0.1 0.1 -1.086
C -3.398 -6.385 3.029 0.1 -0.2 0.3 -0.190
O -3.441 -4.975 3.228 0.2 0.5 -0.3 -0.474
H -4.754 -6.816 4.651 0.1 -0.1 -0.1 0.272
H -3.733 -8.189 4.172 0.0 0.1 0.1 0.350
H -3.059 -6.841 5.113 0.0 -0.1 -0.1 0.349
H -4.109 -6.636 2.239 0.1 0.2 0.0 0.306
H -2.395 -6.663 2.691 0.0 -0.2 -0.1 0.210
H -2.803 -4.760 3.923 -0.2 -0.1 0.0 0.268
C -3.635 4.268 -2.810 0.0 0.1 0.0 -0.922
C -2.957 3.083 -3.469 -0.2 0.4 0.1 0.230
O -3.853 2.445 -4.369 -0.1 -0.3 -0.2 -0.521
H -4.529 3.946 -2.268 0.1 0.0 0.0 0.313
H -2.958 4.765 -2.110 0.0 0.0 0.0 0.351
H -3.962 4.994 -3.560 0.1 0.0 0.1 0.080
H -2.652 2.351 -2.720 -0.1 -0.1 -0.2 0.005
H -2.068 3.400 -4.024 0.1 0.0 0.2 0.175
H -4.112 3.096 -5.034 0.0 -0.1 0.2 0.307
C 3.679 3.792 5.252 0.0 0.0 0.1 -1.025
C 4.336 2.593 4.597 0.0 0.4 -0.1 -0.288
O 3.415 1.939 3.729 0.0 -0.1 -0.1 -0.417
H 2.799 3.483 5.821 0.1 0.0 0.0 0.259
H 4.374 4.299 5.925 -0.1 0.0 -0.1 0.355
H 3.337 4.506 4.497 0.1 0.0 0.0 0.332
H 4.657 1.873 5.352 -0.1 -0.1 -0.2 0.288
H 5.212 2.897 4.015 0.1 0.0 0.2 0.245
H 3.142 2.580 3.058 0.2 -0.1 0.1 0.243
C -5.644 8.815 -3.242 0.0 0.1 0.1 -1.056
C -4.467 8.179 -3.955 -0.4 0.1 -0.1 -0.192
O -4.813 6.875 -4.408 0.0 -0.2 -0.2 -0.508
H -5.953 8.204 -2.391 0.1 0.1 0.0 0.276
H -5.390 9.816 -2.884 -0.1 0.0 0.0 0.323
H -6.507 8.890 -3.911 0.1 0.1 0.0 0.328
H -3.616 8.086 -3.278 0.0 -0.2 -0.1 0.281
H -4.160 8.781 -4.816 0.1 0.1 0.1 0.257
H -5.561 6.965 -5.013 0.2 0.0 0.1 0.276
C 4.028 3.502 -2.225 -0.1 0.1 0.0 -0.828
C 5.389 3.248 -1.608 -0.2 -0.2 -0.2 -0.220
O 5.310 2.183 -0.666 0.0 -0.1 0.2 -0.497
H 3.297 3.752 -1.451 0.1 0.1 0.0 0.217
H 4.073 4.321 -2.946 -0.1 -0.1 0.0 0.362
H 3.660 2.605 -2.733 0.1 0.1 -0.1 0.156
H 5.743 4.138 -1.083 0.0 -0.2 0.1 0.303
H 6.123 2.985 -2.376 0.0 0.2 -0.1 0.244
H 5.005 1.398 -1.140 0.1 0.2 0.1 0.251
```
Forces are in eV/Å.

## Properties
- total charge = +1
- E_LUMO (eV) = -5.019
- highest occupied orbital energy (eV) = -11.82
- electronic energy (hartree) = -2421.86144
- orbital gap (eV) = 6.80

=====

Entry 2:
Computed, not measured: the molecule C6H7N at a distorted geometry, with the ωB97M-V functional and the def2-TZVPD basis.

Geometry as XYZ:
```
14
Properties=species:S:1:pos:R:3:forces:R:3:mulliken_charge:R:1
C 2.126 -1.178 0.553 -0.4 0.3 0.0 0.202
C 1.129 -0.504 0.505 0.5 -0.3 0.0 -0.776
C -0.121 0.260 0.420 0.0 0.0 0.1 0.448
C 0.137 1.746 0.150 0.0 0.1 0.0 -1.423
C -1.038 -0.339 -0.670 0.0 0.0 -0.1 -0.574
C -1.214 -1.787 -0.517 -0.2 -0.9 0.1 0.174
N -1.350 -2.928 -0.385 0.1 1.1 -0.1 -0.404
H 3.005 -1.781 0.599 -0.1 0.1 0.0 0.424
H -0.642 0.159 1.382 0.1 0.0 -0.1 0.205
H 0.663 1.883 -0.801 -0.1 0.0 0.2 0.348
H -0.808 2.299 0.109 0.1 -0.1 0.0 0.361
H 0.754 2.176 0.944 -0.1 -0.1 -0.1 0.376
H -2.022 0.140 -0.626 0.1 -0.1 0.0 0.352
H -0.617 -0.145 -1.664 0.0 0.0 0.2 0.288
```
Forces are in eV/Å.

## Properties
- total charge = 0
- E_LUMO (eV) = 0.792
- highest occupied orbital energy (eV) = -10.36
- ΔE to the lowest compared entry with this formula, charge and spin (kcal/mol) = 50.34
- electronic energy (hartree) = -287.50701
- orbital gap (eV) = 11.15

=====

Entry 3:
Computed, not measured: the molecule C5H7NO at a distorted geometry, with the ωB97M-V functional and the def2-TZVPD basis.

Geometry as XYZ:
```
14
Properties=species:S:1:pos:R:3:forces:R:3:mulliken_charge:R:1
H 0.085 -2.360 -0.161 -0.2 0.1 0.1 0.312
N -0.645 -1.689 -0.425 0.2 0.8 0.8 -0.655
C -0.323 -0.518 -0.006 0.9 -0.2 -2.3 0.506
C 1.006 -0.091 0.555 0.9 -2.6 1.0 -0.211
C 2.139 -0.782 0.284 -1.1 0.6 0.6 -0.755
C -1.069 0.695 -0.396 1.7 1.9 1.0 0.312
C -2.257 1.037 0.079 0.0 0.3 -0.6 -0.808
O -0.051 1.713 -0.805 -2.5 -1.5 -0.1 -0.492
H 0.959 0.546 1.433 0.1 0.2 -0.3 0.296
H 2.210 -1.470 -0.552 -0.1 0.0 0.1 0.305
H 2.980 -0.746 0.969 0.2 0.4 -0.4 0.241
H -2.649 2.038 -0.065 0.1 -0.1 0.0 0.298
H -2.877 0.311 0.599 0.2 0.0 -0.2 0.292
H 0.492 1.317 -1.510 -0.3 0.1 0.4 0.358
```
Forces are in eV/Å.

## Properties
- total charge = 0
- E_LUMO (eV) = 0.399
- highest occupied orbital energy (eV) = -9.80
- ΔE to the lowest compared entry with this formula, charge and spin (kcal/mol) = 63.96
- electronic energy (hartree) = -324.62254
- orbital gap (eV) = 10.20